Entry 1:
The following is a DFT calculation (the ωB97M-V functional and the def2-TZVPD basis) of a structure of composition C38H52ClO2PPd.

Values from the calculation:
HOMO-LUMO gap, eV: 3.9
Net charge: -2

```
95
Properties=species:S:1:pos:R:3:lowdin_charge:R:1
Pd -0.10 0.14 0.29 0.433
C -5.39 0.29 0.49 -0.075
C -5.10 -0.72 -0.61 -0.398
C -6.01 -1.94 -0.49 -0.085
C -3.65 -1.11 -0.64 -0.205
C -3.06 -1.80 0.39 -0.024
C -1.74 -2.23 0.35 -0.153
C -1.36 -3.10 1.53 -0.394
C 0.10 -3.33 1.82 -0.072
C -2.07 -4.43 1.44 -0.072
C -0.90 -1.88 -0.76 -0.163
C -1.53 -1.21 -1.85 -0.162
C -2.87 -0.84 -1.76 0.011
C -0.89 -1.08 -3.21 -0.398
C -1.05 0.32 -3.77 -0.082
C -1.46 -2.12 -4.15 -0.062
C 0.41 -2.60 -1.01 -0.173
C 0.28 -3.95 -1.33 -0.071
C 1.38 -4.79 -1.52 -0.095
C 2.65 -4.26 -1.38 -0.093
C 2.82 -2.90 -1.12 -0.118
C 1.75 -2.03 -0.97 -0.292
P 2.03 -0.21 -0.82 1.126
C 3.22 0.15 -2.37 -0.678
C 3.36 1.66 -2.35 -0.127
C 4.57 -0.49 -2.60 -0.117
C 2.39 -0.20 -3.58 -0.134
C 3.30 0.06 0.66 -0.694
C 4.78 0.03 0.40 -0.130
C 2.96 1.42 1.20 -0.142
C 3.02 -0.99 1.70 -0.124
H -6.45 0.58 0.49 0.080
H -4.78 1.19 0.34 0.030
H -5.14 -0.13 1.48 0.090
H -5.33 -0.23 -1.57 0.134
H -5.84 -2.45 0.47 0.073
H -5.81 -2.65 -1.30 0.078
H -7.07 -1.64 -0.54 0.070
H -3.65 -2.05 1.28 0.126
H -1.76 -2.57 2.40 0.106
H 0.55 -4.07 1.13 0.074
H 0.20 -3.71 2.86 0.096
H 0.64 -2.40 1.74 0.033
H -1.67 -5.03 0.59 0.071
H -3.15 -4.31 1.28 0.070
H -1.91 -5.01 2.37 0.081
H -3.33 -0.33 -2.61 0.117
H 0.18 -1.29 -3.09 0.085
H -2.10 0.51 -4.07 0.079
H -0.42 0.45 -4.67 0.074
H -0.78 1.06 -3.01 0.067
H -2.54 -1.97 -4.29 0.077
H -1.30 -3.13 -3.75 0.071
H -0.97 -2.05 -5.14 0.075
H -0.73 -4.36 -1.40 0.118
H 1.23 -5.84 -1.75 0.096
H 3.53 -4.91 -1.48 0.093
H 3.82 -2.49 -1.02 0.081
H 4.05 2.00 -1.56 0.056
H 2.37 2.13 -2.17 0.087
H 3.75 2.03 -3.32 0.083
H 5.34 -0.20 -1.87 0.046
H 4.93 -0.16 -3.59 0.079
H 4.50 -1.58 -2.63 0.067
H 1.42 0.31 -3.54 0.051
H 2.23 -1.30 -3.64 0.086
H 2.91 0.11 -4.51 0.085
H 5.10 0.83 -0.29 0.059
H 5.11 -0.95 0.01 0.073
H 5.29 0.21 1.36 0.086
H 3.24 2.22 0.48 0.070
H 3.51 1.61 2.15 0.086
H 1.88 1.51 1.38 0.040
H 3.31 -2.00 1.34 0.082
H 1.98 -0.98 1.94 0.016
H 3.60 -0.76 2.63 0.095
C -0.25 -0.08 2.32 0.004
C -0.22 -0.07 3.58 -0.440
C -1.30 -0.66 4.31 -0.105
C -1.31 -0.72 5.70 -0.170
C -0.25 -0.20 6.45 -0.217
C 0.83 0.38 5.76 -0.170
C 0.85 0.45 4.37 -0.096
H -2.14 -1.08 3.74 0.084
H -2.16 -1.19 6.21 0.084
H -0.25 -0.24 7.55 0.053
H 1.68 0.78 6.34 0.083
H 1.70 0.90 3.86 0.074
Cl -3.98 3.42 1.51 0.507
C -2.61 2.44 0.90 -0.520
C -2.22 2.72 -0.57 -0.762
O -2.87 3.58 -1.19 -0.087
O -1.24 2.03 -1.00 -0.143
H -2.89 1.39 1.00 0.032
H -1.76 2.64 1.56 0.064
```


Entry 2:
The following is a DFT calculation (the ωB97M-V functional and the def2-TZVPD basis) of a structure of composition C20H24ClIrN5O3S.

Values from the calculation:
Expectation value of S²: 8.81
HOMO-LUMO gap (spin up / spin down), eV: 5.6 / 6.1
2S+1: 6

```
55
Properties=species:S:1:pos:R:3:nbo_charge:R:1
Ir -0.08 1.11 0.89 1.195
N -0.29 3.15 2.34 -0.796
C -0.87 2.72 3.60 -0.317
C -1.88 1.57 3.40 0.639
O -2.92 1.54 4.04 -0.581
N -1.44 0.62 2.55 -0.583
C -2.20 -0.52 2.43 -0.283
C -2.86 -0.61 0.83 0.835
O -3.93 -1.15 0.85 -0.549
O -2.10 -0.13 0.02 -0.658
H 0.61 3.60 2.47 0.403
H -0.91 3.80 1.86 0.382
H -1.38 3.53 4.13 0.209
H -0.07 2.34 4.24 0.224
H -3.04 -0.61 3.12 0.235
H -1.60 -1.43 2.36 0.231
S 1.76 3.29 -2.64 0.333
C 3.00 2.26 -1.93 -0.354
C 2.54 1.54 -0.86 -0.303
C 1.20 1.74 -0.55 -0.230
C 0.62 2.72 -1.46 -0.095
C -0.71 3.10 -1.35 0.013
C -1.43 3.95 -2.22 -0.184
C -2.75 4.19 -2.00 -0.187
C -3.38 3.58 -0.89 -0.280
C -2.64 2.76 -0.07 0.082
N -1.35 2.52 -0.26 -0.464
H 3.98 2.26 -2.38 0.225
H 3.20 0.87 -0.34 0.220
H -0.90 4.40 -3.05 0.221
H -3.32 4.84 -2.65 0.220
H -4.43 3.75 -0.68 0.225
H -3.10 2.30 0.79 0.209
N 0.35 -1.20 0.59 -0.469
C 0.69 -2.15 0.04 0.545
N 1.13 -3.21 -0.57 -0.469
C 0.43 -4.48 -0.51 -0.200
C 0.34 -5.07 -1.92 -0.407
C 1.74 -5.20 -2.51 -0.400
C 2.41 -3.82 -2.54 -0.407
C 2.46 -3.23 -1.14 -0.199
H -0.57 -4.33 -0.10 0.228
H 0.98 -5.17 0.14 0.188
H -0.27 -4.42 -2.54 0.211
H -0.14 -6.05 -1.87 0.220
H 1.68 -5.60 -3.52 0.219
H 2.34 -5.88 -1.91 0.197
H 1.84 -3.16 -3.19 0.210
H 3.42 -3.90 -2.94 0.219
H 2.84 -2.21 -1.17 0.226
H 3.12 -3.84 -0.50 0.188
Cl 2.64 2.15 2.60 -0.094
C 1.64 0.77 2.16 -0.636
H 1.27 0.36 3.11 0.198
H 2.32 0.05 1.71 0.196
```


Entry 3:
The following is a DFT calculation (the ωB97M-V functional and the def2-TZVPD basis) of an isolated molecule of C5HClN4O3S.

Values from the calculation:
HOMO-LUMO gap, eV: 9.7

```
15
Properties=species:S:1:pos:R:3:nbo_charge:R:1
C -0.57 -2.60 0.41 0.516
C -1.75 -0.02 -0.03 0.058
C -0.44 -0.34 0.36 0.171
C 0.34 0.82 0.36 0.186
C -1.26 2.22 -0.03 0.367
N -1.01 -3.63 0.15 -0.336
N -2.13 1.23 -0.10 -0.432
N 0.05 2.06 0.15 -0.441
N 2.78 -0.42 -0.48 0.443
O 1.96 -0.75 -1.30 -0.375
O 3.94 -0.64 -0.42 -0.333
O 0.15 -1.55 0.50 -0.420
S 2.30 0.73 0.80 0.305
Cl -1.99 3.77 -0.16 0.069
H -2.38 -0.88 -0.20 0.223
```


Entry 4:
The following is a DFT calculation (the ωB97M-V functional and the def2-TZVPD basis) of a cluster of 16 separate species, CH30O18 in total.

Values from the calculation:
HOMO-LUMO gap, eV: 9.2
Net charge: -2

```
49
Properties=species:S:1:pos:R:3:nbo_charge:R:1
C 7.43 -0.78 -12.41 1.013
O 7.28 -2.14 -12.53 -0.919
O 6.79 -0.10 -13.26 -0.859
O 8.18 -0.33 -11.49 -0.858
O 6.24 0.82 -10.18 -0.984
H 5.66 0.14 -9.86 0.471
H 6.89 0.32 -10.67 0.480
O 4.38 0.68 -12.67 -0.965
H 5.28 0.51 -12.88 0.489
H 4.53 1.05 -11.82 0.474
O 8.04 2.24 -12.17 -0.975
H 7.81 1.31 -12.22 0.515
H 7.56 2.82 -12.74 0.468
O 10.40 1.66 -13.09 -0.994
H 11.04 1.83 -12.38 0.458
H 9.54 1.89 -12.73 0.494
O 6.44 -4.28 -13.62 -0.968
H 6.91 -3.52 -13.29 0.490
H 7.10 -4.68 -14.17 0.458
O 4.76 -1.94 -12.21 -1.010
H 5.72 -1.96 -12.26 0.472
H 4.56 -1.01 -12.41 0.467
O 5.26 0.00 -15.55 -0.956
H 5.56 -0.35 -14.70 0.496
H 5.12 0.96 -15.40 0.451
O 6.57 -5.09 -10.69 -0.961
H 5.66 -4.78 -10.77 0.471
H 6.91 -4.89 -11.53 0.501
O 9.38 -1.53 -8.35 -1.009
H 8.68 -1.75 -8.97 0.493
H 9.57 -0.62 -8.56 0.472
O 9.50 0.87 -9.63 -0.977
H 8.96 0.50 -10.36 0.508
H 8.91 1.25 -9.03 0.461
O 7.21 -2.43 -9.81 -1.008
H 7.05 -3.37 -9.97 0.497
H 7.42 -2.04 -10.67 0.492
O 8.96 -3.90 -12.00 -1.016
H 8.29 -3.23 -12.21 0.483
H 9.79 -3.61 -12.46 0.477
O 8.20 -1.90 -14.93 -0.981
H 7.81 -1.84 -14.05 0.480
H 8.95 -1.33 -14.98 0.465
O 8.11 1.11 -15.17 -0.968
H 7.97 2.01 -14.88 0.435
H 7.60 0.60 -14.50 0.498
O 10.62 -1.24 -12.06 -0.975
H 10.75 -0.47 -12.60 0.474
H 9.74 -1.11 -11.79 0.480
```


Entry 5:
The following is a DFT calculation (the ωB97M-V functional and the def2-TZVPD basis) of a structure of composition C19H35F12Mn2N5O17S4.

Values from the calculation:
Expectation value of S²: 30.01
HOMO-LUMO gap (spin up / spin down), eV: 5.9 / 5.9
2S+1: 11

```
94
Properties=species:S:1:pos:R:3:lowdin_charge:R:1
Mn 5.38 1.01 -3.45 1.244
Mn 1.08 0.54 -1.00 0.827
C 4.98 2.30 1.09 -0.618
F 6.08 2.90 0.89 0.213
F 5.27 1.03 1.46 0.132
F 4.21 3.02 2.01 0.100
S 4.06 2.24 -0.58 0.643
O 4.96 1.77 -1.61 -0.390
O 2.85 1.36 -0.47 -0.356
O 3.72 3.63 -0.92 -0.273
C -0.31 4.31 1.08 -0.605
F -0.52 5.61 1.33 0.123
F 0.74 3.82 1.81 0.066
F -1.39 3.62 1.40 0.138
S 0.16 3.98 -0.78 0.601
O -1.00 4.29 -1.65 -0.338
O 1.35 4.86 -0.96 -0.320
O 0.40 2.51 -0.74 -0.397
C 1.27 2.49 -5.46 -0.625
F 0.13 3.06 -5.15 0.188
F 1.22 1.31 -6.06 0.131
F 1.95 3.24 -6.36 0.113
S 2.36 2.30 -3.85 0.626
O 2.49 3.62 -3.22 -0.254
O 1.65 1.33 -2.94 -0.369
O 3.56 1.62 -4.25 -0.383
C 3.41 -3.28 -2.93 -0.615
F 3.10 -4.30 -2.10 0.122
F 4.50 -3.69 -3.58 0.140
F 2.40 -3.16 -3.74 0.165
S 3.62 -1.57 -1.94 0.635
O 4.26 -1.86 -0.68 -0.262
O 4.43 -0.72 -2.78 -0.388
O 2.27 -0.91 -1.72 -0.377
C 2.71 1.49 5.67 -0.357
O 2.18 0.46 6.08 -0.033
N 2.05 2.37 4.92 -0.139
C 2.53 3.81 4.59 -0.005
C 0.69 2.07 4.45 -0.039
H 3.72 1.84 5.95 0.136
H 1.97 4.09 3.70 0.061
H 3.54 3.83 4.18 0.061
H 2.49 4.55 5.39 0.080
H 0.55 2.19 3.37 0.070
H 0.52 1.03 4.73 0.058
H 0.01 2.76 4.94 0.099
C -1.50 -1.14 -2.35 -0.153
O -0.61 -0.49 -1.66 -0.117
N -2.16 -0.40 -3.33 -0.177
C -3.18 -1.01 -4.20 -0.039
C -1.80 0.96 -3.63 -0.018
H -1.91 -2.15 -2.17 0.139
H -2.84 -1.28 -5.20 0.088
H -3.87 -0.18 -4.27 0.080
H -3.67 -1.88 -3.76 0.084
H -2.70 1.48 -3.97 0.102
H -1.29 1.43 -2.79 0.083
H -0.98 0.91 -4.35 0.084
C 0.96 -0.80 2.06 -0.288
O 0.83 -0.14 1.09 0.017
N 0.03 -1.01 3.06 -0.172
C 0.08 -2.03 4.04 -0.077
C -1.29 -0.37 2.96 -0.028
H 1.86 -1.40 2.26 0.156
H 1.11 -2.36 4.17 0.094
H -0.46 -2.95 3.81 0.086
H 0.00 -1.71 5.08 0.095
H -1.34 0.02 3.98 0.078
H -1.43 0.45 2.25 0.094
H -2.03 -1.15 2.85 0.086
C 0.73 -5.14 0.63 -0.332
O 1.24 -4.13 1.11 -0.002
N -0.54 -5.03 0.27 -0.171
C -1.40 -3.89 0.65 -0.029
C -1.29 -6.15 -0.27 -0.066
H 1.16 -6.15 0.68 0.144
H -0.81 -2.98 0.82 0.076
H -1.78 -4.06 1.66 0.089
H -2.28 -3.70 0.04 0.077
H -1.28 -6.20 -1.36 0.078
H -0.93 -7.13 0.04 0.085
H -2.36 -6.01 -0.12 0.080
C -4.49 0.24 -0.32 -0.327
O -3.38 -0.26 -0.25 0.006
N -5.67 -0.37 -0.07 -0.217
C -5.75 -1.80 0.04 -0.047
C -6.95 0.36 0.06 -0.035
H -4.69 1.32 -0.37 0.142
H -6.55 -2.17 -0.60 0.090
H -6.05 -1.86 1.09 0.096
H -4.75 -2.23 -0.09 0.076
H -7.83 -0.27 0.16 0.091
H -6.74 0.99 0.93 0.090
H -7.07 1.05 -0.77 0.086
```


The calculation returns the following max |F| values, one per record and in order: 6.43; 1.61; 5.15; 4.20; 7.14 eV Å⁻¹.
The calculation returns the following total energy values, one per record and in order: -2558.99827; -2238.54647; -1494.07533; -1410.54648; -7390.98431 a.u..